1.
{
  "formula": "Cl2H4N2P",
  "method": "ωB97M-V/def2-TZVPD",
  "smiles": "NP(=[NH2+])(Cl)Cl",
  "relative_energy_kcal_mol": 0.0,
  "energy_ha": -1373.45347,
  "homo_energy_ev": -16.016,
  "charge": 1,
  "symbols": ["N", "N", "P", "Cl", "Cl", "H", "H", "H", "H"],
  "positions_angstrom": [[0.24363, -0.01299, 1.41214], [0.03074, 0.09606, -1.15686], [1.20290, -0.00276, 0.00592], [2.26164, 1.62770, -0.07174], [2.44051, -1.61095, 0.08763], [-0.62332, 0.55281, 1.49708], [-0.14631, -0.93832, 1.55768], [0.39775, 0.31415, -2.08731], [-0.83795, -0.41112, -1.30966]],
  "atomic_forces_ev_per_a": [[0.303, -0.579, -0.597], [2.037, 0.426, -1.558], [-3.376, -0.604, 1.601], [0.038, -0.304, -0.170], [-1.078, 1.365, -0.120], [1.249, 0.425, -0.654], [0.641, -0.548, 0.347], [-0.103, 0.145, 0.173], [0.288, -0.326, 0.979]]
}

2.
{
  "formula": "C3H12N2O2",
  "method": "ωB97M-V/def2-TZVPD",
  "smiles": "CC/N=C\\N.O.O",
  "relative_energy_kcal_mol": 21.7,
  "energy_ha": -381.48029,
  "homo_energy_ev": -9.148,
  "symbols": ["C", "C", "N", "C", "N", "H", "H", "H", "H", "H", "H", "H", "H", "H", "H", "O", "H", "H", "O"],
  "positions_angstrom": [[-1.06138, 1.34339, -1.04227], [-0.37120, 0.06105, -0.65041], [1.30781, -1.33631, 1.15618], [-0.02817, -1.13821, 1.33334], [-0.83984, -0.49032, 0.60211], [-2.13456, 1.25089, -1.20934], [-0.88799, 2.04299, -0.21989], [-0.65267, 1.67125, -1.99689], [-0.45852, -0.70914, -1.43097], [0.70505, 0.29969, -0.70679], [1.84600, -0.78311, 0.51566], [1.75012, -1.80051, 1.92162], [-0.42421, -1.59852, 2.23127], [3.10494, -0.92513, -2.55520], [3.16783, 0.16667, -1.49647], [3.10031, -0.78766, -1.60291], [-1.96568, 0.94828, 1.45009], [-3.38728, 0.52694, 1.79358], [-2.77053, 1.25776, 1.90730]],
  "atomic_forces_ev_per_a": [[-0.347, -0.142, 0.042], [0.680, -0.429, -0.672], [-0.523, -0.267, 0.259], [-0.004, 0.362, -0.114], [-0.043, 0.149, -0.251], [-0.047, -0.179, 0.296], [-0.093, 0.367, -0.447], [0.213, 0.397, 0.152], [-0.303, 0.062, 0.082], [-0.002, -0.092, 0.474], [0.114, -0.217, -0.146], [0.535, 0.032, -0.025], [-0.018, -0.074, 0.144], [-0.035, -0.060, 0.014], [0.075, 0.020, -0.078], [-0.003, 0.134, 0.105], [-0.446, -0.266, 0.221], [0.133, 0.044, -0.030], [0.114, 0.160, -0.026]]
}

Number 1: orbital gap 11.3 eV, strongest force on any atom 0.074 Eh/bohr. Number 2: orbital gap 9.6 eV, strongest force on any atom 0.020 Eh/bohr.